Entry from OMol25: a molecular structure, N2O6Rb3 at a distorted geometry (ωB97M-V/def2-TZVPD).

Geometry as XYZ:
```
11
Properties=species:S:1:pos:R:3
O 1.783 0.917 1.764
O -0.791 0.737 -3.006
O -1.800 -0.883 -2.175
Rb 1.203 1.891 -0.758
O 0.858 -0.945 1.972
O 0.367 0.219 0.332
N -0.844 -0.148 -2.145
Rb -1.620 0.685 0.948
O -0.135 -0.262 -1.352
Rb -0.052 -2.214 3.185
N 1.029 0.002 1.235
```

As for the net charge: +1. The calculation puts the HOMO energy at -10.838 eV. The value obtained for the strongest force on any atom is 18.55 eV/A. For the frontier orbital gap, the calculation gives 6.61 eV. The value obtained for the LUMO energy is -4.230 eV.



Entry from OMol25: a molecular structure, C2H3FOSm at a distorted geometry (ωB97M-V/def2-TZVPD).

Geometry as XYZ:
```
8
Properties=species:S:1:pos:R:3
C 0.120 0.556 0.932
F 0.193 -0.200 2.012
H 1.842 -0.269 0.007
Sm -0.722 -1.210 -1.578
H 0.968 1.166 -0.877
C 0.997 0.419 -0.078
H -0.681 1.297 0.980
O -2.718 -1.758 -1.399
```

As for the net charge: +1. The calculation puts the HOMO energy (alpha / beta) at -13.151 / -14.323 eV. As for the spin multiplicity: 6. The value obtained for the strongest force on any atom is 4.79 eV/A. For the frontier orbital gap (alpha / beta), the calculation gives 7.49 / 9.02 eV. The value obtained for the LUMO energy (alpha / beta) is -5.657 / -5.300 eV.



Entry from OMol25: a single C23H29N3O3 molecule (ωB97M-V/def2-TZVPD).

Geometry as XYZ:
```
58
Properties=species:S:1:pos:R:3
C 6.707 0.397 0.627
H 4.509 3.327 -0.574
C 2.108 0.218 -0.211
H -3.554 1.330 3.491
C 5.127 2.504 -0.236
H 2.016 0.246 -1.297
H -2.594 2.746 3.075
H 2.004 3.277 0.583
C -0.301 1.004 0.739
H -0.476 2.807 -0.101
C -2.804 1.712 2.796
H -4.014 2.222 -1.266
H -0.547 -3.946 -0.294
H 2.225 1.930 2.434
C -1.496 -3.295 -2.157
H -1.373 -3.610 -3.193
C -2.988 -3.199 -1.818
H 4.866 -0.563 1.161
H 1.914 2.531 -1.068
O -4.415 -4.971 -0.910
C -3.325 1.634 1.370
C -3.311 -4.548 -1.185
C 2.216 1.095 1.733
N -2.132 -5.182 -0.944
O -2.915 -0.549 -2.607
N -1.025 2.060 0.291
H -0.167 -4.975 -1.680
C -0.952 -4.379 -1.214
H 6.967 3.466 -0.772
C 2.005 2.350 0.005
C 3.047 1.283 0.429
C 5.328 0.321 0.737
H -3.601 -3.068 -2.707
H -2.119 -6.039 -0.417
C 7.302 1.529 0.083
H -4.653 -0.075 1.079
C -3.622 0.217 0.861
C -3.198 -0.720 -1.430
C 1.182 1.169 0.584
H 2.302 0.131 2.234
H 7.321 -0.428 0.964
C -3.323 -2.101 -0.815
H -1.898 1.123 2.919
H -4.341 -2.238 -0.439
C -3.101 1.684 -0.990
H 2.187 -0.799 0.173
H -4.262 2.198 1.322
H -2.940 -0.496 1.314
H -0.979 -2.345 -2.039
H -2.661 -2.163 0.055
C 6.509 2.582 -0.348
H -2.432 1.677 -1.848
H 8.379 1.588 -0.003
H -2.602 3.370 0.296
N -3.388 0.318 -0.579
C -2.472 2.288 0.269
C 4.524 1.375 0.306
O -0.762 -0.020 1.216
```

The calculation puts the HOMO energy at -9.033 eV. The value obtained for the strongest force on any atom is 0.41 eV/A. For the frontier orbital gap, the calculation gives 9.45 eV. The value obtained for the LUMO energy is 0.419 eV.



Entry from OMol25: a molecular structure, C24H18N8Pb (ωB97M-V/def2-TZVPD).

Geometry as XYZ:
```
51
Properties=species:S:1:pos:R:3
N 1.667 -0.441 0.593
H -1.881 -1.795 4.914
H 2.987 -4.951 4.700
C -5.684 -3.872 -6.865
H 0.220 2.748 -2.454
C -2.845 -4.123 -4.475
H 1.185 -5.018 6.388
C -1.259 -0.983 3.161
H -2.173 -0.407 3.069
H -3.737 -5.442 -5.903
H -0.705 -4.308 -2.774
C -4.751 -2.271 -5.276
Pb -0.444 0.473 0.088
C -3.832 -1.937 -4.301
N 1.369 1.456 -1.338
N -1.922 -2.521 -2.880
H 4.455 2.987 -3.058
C 2.140 -4.285 4.605
C 1.122 -4.326 5.560
C 2.711 -0.015 -0.014
C 0.843 -1.577 2.357
C -1.863 -1.364 -2.200
C 2.074 -3.401 3.552
H 4.713 1.153 -1.387
C 1.231 2.422 -2.240
C -0.048 -2.612 4.385
H -5.494 -1.552 -5.590
C -4.723 -3.538 -5.857
H -3.878 -0.946 -3.873
C 0.971 -2.549 3.426
H 2.862 -3.336 2.816
H -2.534 -0.533 -2.335
N -0.345 -0.865 2.235
C -3.763 -4.460 -5.452
N 1.843 -1.384 1.554
C -2.876 -2.863 -3.894
C 2.314 3.003 -2.885
C -0.252 -2.604 -1.455
H 2.156 3.793 -3.605
C -0.901 -3.318 -2.409
C 0.029 -3.490 5.459
C 3.735 1.536 -1.647
C 3.587 2.552 -2.581
H 3.691 -0.400 0.254
N -1.149 -1.769 4.219
N -0.863 -1.377 -1.330
N -6.464 -4.124 -7.669
H -0.760 -3.507 6.201
C 2.603 1.013 -1.040
H 0.602 -2.881 -0.858
H -2.112 -4.860 -4.179
```

As for the net charge: +2. The calculation puts the HOMO energy at -13.950 eV. The value obtained for the strongest force on any atom is 0.70 eV/A. For the frontier orbital gap, the calculation gives 7.18 eV. The value obtained for the LUMO energy is -6.767 eV.



Entry from OMol25: a molecular structure, C25H26AlN4O2S2 (ωB97M-V/def2-TZVPD).

Geometry as XYZ:
```
60
Properties=species:S:1:pos:R:3
H -2.086 2.129 5.162
C -0.710 -0.845 5.242
H 4.710 -0.489 -4.983
C 2.930 -0.380 -3.796
C -3.901 -1.106 3.341
H -3.477 -3.722 2.634
C -2.866 -1.702 2.514
H -3.113 2.107 3.119
S 1.719 0.809 2.599
Al 0.483 0.060 0.699
C 0.515 1.025 -1.081
H 0.919 -1.300 3.992
H -0.678 2.073 2.000
C -1.661 0.057 5.460
H 5.920 -1.895 -3.330
H 3.328 1.368 -1.644
O 2.442 -3.249 -0.155
H 0.005 -2.907 0.258
N -0.901 -1.251 1.097
C 2.332 -2.064 -0.425
C 1.382 2.293 -1.267
H 0.982 3.029 0.749
C 2.959 -1.552 -1.700
C 0.377 0.662 3.746
C -3.878 0.187 3.685
C 4.903 -1.574 -3.137
C 4.229 -0.787 -4.060
C -2.012 0.550 2.151
N 0.243 -0.609 4.267
O 1.762 -1.185 0.321
C 2.287 -0.731 -2.608
C 4.258 -1.966 -1.977
C 0.854 3.350 -0.287
C -2.760 -3.022 2.215
C -0.831 -2.581 0.862
H -2.387 -0.096 6.246
C 2.856 2.040 -0.929
H -0.607 -1.766 5.801
H 3.407 2.985 -0.942
H 4.744 -2.620 -1.264
H -0.204 3.560 -0.468
N -1.087 1.364 1.391
H 1.405 4.286 -0.413
H -1.604 -4.538 1.138
N -0.418 1.628 4.027
C -1.726 1.277 4.578
H 1.680 2.182 -3.426
H -0.523 1.350 -1.256
C 1.284 2.872 -2.681
H -4.679 0.588 4.299
H -4.718 -1.743 3.666
H -1.554 1.833 0.620
C -1.719 -3.489 1.368
C -1.924 -0.776 1.913
H 2.963 1.605 0.067
C -2.732 1.101 3.339
H 1.849 3.807 -2.745
S 0.590 -0.214 -2.443
H 2.392 0.226 -4.514
H 0.243 3.082 -2.943
```

As for the net charge: -1. The calculation puts the HOMO energy at -3.511 eV. The value obtained for the strongest force on any atom is 0.06 eV/A. For the frontier orbital gap, the calculation gives 6.32 eV. The value obtained for the LUMO energy is 2.808 eV.



Entry from OMol25: a molecular structure, C27H38Br2MnN8O3 (ωB97M-V/def2-TZVPD).

Geometry as XYZ:
```
79
Properties=species:S:1:pos:R:3
H 3.312 5.276 0.458
H 2.474 0.939 -2.549
H 0.540 -1.855 3.351
H 1.217 -2.218 1.015
H -2.080 1.355 -4.252
C -0.300 3.996 -0.012
C 3.369 -0.321 1.083
C -2.314 1.085 0.761
C 3.012 0.386 2.385
H -2.520 -1.201 -0.911
N -0.007 5.345 0.042
H -0.753 -5.684 -1.708
C 1.471 0.999 -2.950
C 2.296 4.937 0.336
C 1.287 1.110 -4.308
H 2.815 -0.255 -0.907
C -4.064 1.659 -0.726
H 3.566 -2.347 0.322
C 3.325 -1.840 1.263
O 2.976 2.716 0.404
H -4.021 -3.287 -0.036
H -3.467 1.813 -2.777
H 1.537 0.365 3.921
N 0.455 1.002 -2.079
C -2.315 -2.264 -0.888
H 2.407 -4.326 1.332
H -2.931 -5.801 -0.211
H -0.334 0.201 2.434
C -3.048 -2.939 0.312
N -1.435 0.974 -0.242
H 4.396 -0.054 0.836
C -2.002 -5.281 0.032
H -1.375 -6.004 0.560
H 1.400 6.858 0.234
H -1.858 6.114 0.696
N 2.073 -3.781 2.128
H 2.738 -3.933 2.890
C -0.827 -2.472 -0.853
H -1.352 -3.726 1.381
H 3.770 0.149 3.133
H 0.550 1.553 2.256
N -0.425 -3.716 -1.134
C 1.656 -0.041 2.918
O 0.010 -1.573 -0.598
Br -5.824 2.141 -1.059
H 2.137 1.115 -4.976
H 2.219 -1.834 3.879
C -3.634 1.406 0.569
O -1.468 3.672 -0.192
C -1.069 1.252 -3.886
C -2.294 -4.104 0.963
H -1.954 0.924 1.767
Mn 0.536 0.743 -0.058
N 0.555 0.545 2.081
Br -0.337 1.341 -6.610
N 2.527 0.193 -0.042
H 0.566 -3.874 -1.202
H 4.113 -2.093 1.981
H -1.634 6.123 -1.051
H 3.044 1.464 2.234
C 1.264 5.786 0.212
C -1.850 1.235 -1.499
C -1.135 6.275 -0.098
C 1.553 -1.562 3.053
H -2.871 -4.466 1.814
C 1.977 -2.301 1.791
C -0.011 1.221 -4.787
N 0.737 3.087 0.136
H 2.790 1.259 -0.073
H -2.086 -4.617 -2.036
H 1.177 -4.168 2.428
C -1.334 -4.866 -1.290
H -4.305 1.486 1.413
H -3.241 -2.184 1.076
H -2.685 -2.677 -1.825
C -3.153 1.576 -1.771
C -0.807 1.159 -2.538
C 2.026 3.543 0.297
H -0.755 7.290 -0.044
```

As for the net charge: +3. The calculation puts the HOMO energy (alpha / beta) at -15.395 / -15.390 eV. As for the spin multiplicity: 5. The value obtained for the strongest force on any atom is 0.62 eV/A. For the frontier orbital gap (alpha / beta), the calculation gives 5.35 / 6.56 eV. The value obtained for the LUMO energy (alpha / beta) is -10.050 / -8.834 eV.